[1]
This record from the Open Molecules 2025 dataset describes C13H17F4N3O2Tl as an isolated structure. The level of theory is the ωB97M-V functional and the def2-TZVPD basis.

Results
frontier orbital gap (alpha / beta): 7.35 / 5.66 eV
largest force on an atom: 0.86 eV/A
molecular weight: 527.67 g mol⁻¹
DFT total energy: -37876.4936 eV
net charge: +1
multiplicity: 1

Geometry as XYZ:
```
40
Properties=species:S:1:pos:R:3:lowdin_charge:R:1
Tl 0.3771 -1.3805 0.0072 1.021
C -2.8759 -1.0604 -0.3247 -0.115
N -1.8841 -0.1833 -0.9463 -0.398
C -1.9924 -0.2293 -2.3991 -0.080
C -1.9698 1.1678 -0.4079 -0.209
C -0.8707 2.1228 -0.8612 -0.210
N 0.4570 1.5585 -0.7722 0.093
C 1.5091 2.2338 -1.2298 -0.154
C 2.7749 1.5739 -1.2353 -0.145
F 2.8483 0.3349 -0.7516 0.033
C 3.9099 2.1426 -1.7492 -0.207
F 5.0397 1.4399 -1.7608 0.124
C 3.8948 3.4352 -2.2505 0.124
C 2.7010 4.1376 -2.2224 -0.206
F 2.6651 5.3880 -2.6709 0.128
C 1.5447 3.5723 -1.7402 -0.122
F 0.4461 4.3205 -1.7323 0.122
H -3.9002 -0.8068 -0.6301 0.102
H -2.8172 -0.9820 0.7627 0.083
H -2.6856 -2.0975 -0.6100 0.085
H -2.9841 0.0947 -2.7441 0.104
H -1.8319 -1.2520 -2.7436 0.094
H -1.2366 0.4069 -2.8594 0.085
H -1.9539 1.0930 0.6827 0.119
H -2.9264 1.6339 -0.6873 0.137
H -0.9491 3.0128 -0.2302 0.136
H -1.0735 2.4743 -1.8778 0.127
H 4.7934 3.8814 -2.6551 0.153
N -0.0945 -1.4497 3.0958 -0.025
C -0.3944 -2.7502 3.6961 -0.257
C 0.4913 -3.8531 3.1593 0.001
C -0.3269 -4.6187 1.8665 -0.572
O -0.5570 -5.7523 2.2317 0.226
O -0.5189 -3.8624 0.9273 -0.064
H 0.8012 -1.1112 3.4289 0.083
H -0.7890 -0.7692 3.3791 0.082
H -1.4434 -2.9815 3.5060 0.134
H -0.2760 -2.7451 4.7849 0.130
H 0.6917 -4.6332 3.8822 0.114
H 1.4061 -3.5068 2.6815 0.119
```


[2]
This record from the Open Molecules 2025 dataset describes C69H67GeIrN4O4Si as an isolated structure. The level of theory is the ωB97M-V functional and the def2-TZVPD basis.

Results
frontier orbital gap (alpha / beta): 7.44 / 7.55 eV
largest force on an atom: 3.02 eV/A
molecular weight: 1309.23 g mol⁻¹
DFT total energy: -154025.7338 eV
multiplicity: 1

Geometry as XYZ:
```
147
Properties=species:S:1:pos:R:3:lowdin_charge:R:1
Ir 0.3127 0.4922 -0.8076 1.379
C 2.8481 6.0148 -3.9055 -0.032
C 2.6390 6.4800 -2.4885 -0.205
C 3.1852 7.6725 -2.0280 -0.040
C 3.0010 8.1015 -0.7195 -0.083
C 2.2449 7.3362 0.1524 -0.078
C 1.6743 6.1495 -0.2882 -0.036
C 1.8814 5.7153 -1.5944 -0.193
N 1.2808 4.5236 -2.0742 0.161
C 1.2687 3.2967 -1.4716 -0.329
N 1.9618 3.1761 -0.3191 0.155
C 2.7363 2.0166 -0.1648 -0.214
C 2.2941 0.8127 -0.6858 -0.237
C 3.1926 -0.2478 -0.7193 -0.115
C 4.4586 -0.1240 -0.1736 -0.086
C 4.8282 1.0565 0.4566 -0.045
C 3.9768 2.1455 0.4691 -0.209
C 4.3807 3.4454 1.1175 -0.036
N 0.7100 2.2465 -2.0129 0.023
C 0.2798 2.3929 -3.3804 -0.249
C -0.7651 3.2468 -3.7119 -0.057
C -1.1214 3.4553 -5.0382 -0.067
C -0.4029 2.8322 -6.0457 -0.081
C 0.6411 1.9811 -5.7119 -0.050
C 0.9894 1.7303 -4.3867 -0.209
C 2.0779 0.7463 -4.0454 -0.029
H 3.5765 6.6457 -4.4127 0.079
H 1.9196 6.0506 -4.4848 0.088
H 3.2062 4.9828 -3.9342 0.086
H 3.7736 8.2732 -2.7122 0.112
H 3.4384 9.0354 -0.3885 0.104
H 2.0784 7.6667 1.1708 0.106
H 1.0324 5.5744 0.3727 0.124
H 0.9168 4.5304 -3.0145 0.116
H 2.3713 4.0226 0.0323 0.085
H 2.8904 -1.1840 -1.1725 0.108
H 5.1499 -0.9581 -0.2128 0.104
H 5.7998 1.1387 0.9317 0.110
H 5.2933 3.3078 1.6941 0.079
H 3.6115 3.8088 1.8070 0.087
H 4.5717 4.2318 0.3786 0.085
H -1.3108 3.7456 -2.9248 0.110
H -1.9579 4.1036 -5.2740 0.111
H -0.6679 2.9839 -7.0854 0.108
H 1.1947 1.4796 -6.4984 0.114
H 2.3995 0.2080 -4.9390 0.082
H 1.7136 0.0250 -3.3120 0.053
H 2.9478 1.2331 -3.5975 0.086
O 0.0754 1.3150 1.4876 -0.156
C -0.8701 0.7239 2.3940 -0.235
C -2.3112 0.8485 1.9523 -0.141
C -2.5493 0.3055 0.5481 -0.142
C -2.0546 -1.1008 0.3508 -0.251
C -2.7022 -2.1956 0.9066 -0.006
C -2.2203 -3.4656 0.6626 -0.043
C -1.1025 -3.6244 -0.1451 -0.058
C -0.5006 -2.5017 -0.6604 -0.117
N -0.9635 -1.2737 -0.4136 -0.026
H 0.9446 0.9498 1.8278 0.030
H -0.7586 1.2070 3.3645 0.106
H -0.6185 -0.3351 2.5283 0.112
H -2.6331 1.8949 1.9700 0.123
H -2.9082 0.3032 2.6902 0.092
H -2.0228 0.9473 -0.1514 0.048
H -3.6100 0.3604 0.2878 0.125
H -3.5846 -2.0365 1.5155 0.122
H -2.7201 -4.3309 1.0830 0.118
H -0.6995 -4.6026 -0.3685 0.105
H 0.3772 -2.5642 -1.2888 0.124
O 2.0291 -0.0295 2.4795 0.009
C 1.9128 -1.0728 1.8007 -0.613
O 1.1730 -1.2049 0.7646 -0.135
C 2.7046 -2.3054 2.1907 -0.153
C 3.0214 -2.4316 3.6828 -0.252
Ge 1.5788 -3.2108 4.7296 1.007
C -0.0282 -2.1105 4.7883 -0.252
C 0.0694 -0.8000 5.2720 -0.098
C -1.0557 0.0084 5.3704 -0.109
C -2.2965 -0.4740 4.9681 -0.116
C -2.4088 -1.7680 4.4774 -0.097
C -1.2822 -2.5838 4.3954 -0.097
C 2.2194 -3.4679 6.5481 -0.278
C 3.5167 -3.1066 6.9156 -0.102
C 3.9797 -3.3288 8.2104 -0.090
C 3.1488 -3.9176 9.1536 -0.096
C 1.8511 -4.2776 8.8050 -0.090
C 1.3922 -4.0520 7.5133 -0.112
C 1.1349 -4.9535 3.9781 -0.254
C 1.5261 -6.1320 4.6182 -0.096
C 1.2462 -7.3763 4.0596 -0.087
C 0.5684 -7.4594 2.8504 -0.093
C 0.1712 -6.2966 2.2002 -0.086
C 0.4533 -5.0550 2.7582 -0.122
H 3.6310 -2.2354 1.6176 0.110
H 2.1641 -3.1710 1.8080 0.094
H 3.2972 -1.4569 4.0926 0.074
H 3.8774 -3.1001 3.8105 0.073
H 1.0349 -0.4089 5.5812 0.112
H -0.9643 1.0175 5.7578 0.111
H -3.1748 0.1582 5.0397 0.109
H -3.3763 -2.1493 4.1683 0.102
H -1.3888 -3.6025 4.0384 0.089
H 4.1770 -2.6466 6.1877 0.090
H 4.9897 -3.0422 8.4784 0.100
H 3.5096 -4.0962 10.1598 0.099
H 1.1988 -4.7338 9.5411 0.100
H 0.3757 -4.3351 7.2520 0.106
H 2.0524 -6.0802 5.5658 0.094
H 1.5588 -8.2800 4.5691 0.101
H 0.3494 -8.4267 2.4139 0.100
H -0.3574 -6.3620 1.2548 0.090
H 0.1368 -4.1548 2.2377 0.079
O -0.9922 0.3945 -2.3793 -0.431
Si -2.4073 0.1595 -3.1117 0.490
C -3.6628 1.4941 -2.6664 -0.214
C -4.9781 1.4842 -3.1530 -0.112
C -5.8983 2.4588 -2.7800 -0.084
C -5.5286 3.4599 -1.8896 -0.092
C -4.2367 3.4823 -1.3773 -0.079
C -3.3191 2.5122 -1.7686 -0.121
C -3.3067 -1.4744 -2.7361 -0.198
C -2.7736 -2.6855 -3.2088 -0.091
C -3.4259 -3.8972 -3.0124 -0.091
C -4.6387 -3.9324 -2.3332 -0.098
C -5.1817 -2.7535 -1.8402 -0.090
C -4.5199 -1.5447 -2.0370 -0.103
C -2.1130 0.0769 -4.9629 -0.206
C -2.9925 0.5910 -5.9224 -0.084
C -2.7624 0.4109 -7.2830 -0.090
C -1.6430 -0.2922 -7.7137 -0.094
C -0.7460 -0.7978 -6.7793 -0.094
C -0.9789 -0.6082 -5.4223 -0.114
H -5.2967 0.6959 -3.8300 0.105
H -6.9063 2.4329 -3.1783 0.101
H -6.2453 4.2151 -1.5904 0.099
H -3.9468 4.2505 -0.6681 0.102
H -2.3120 2.5289 -1.3610 0.082
H -1.8327 -2.6792 -3.7537 0.098
H -2.9930 -4.8129 -3.4003 0.101
H -5.1559 -4.8735 -2.1875 0.098
H -6.1267 -2.7738 -1.3061 0.101
H -4.9665 -0.6366 -1.6428 0.091
H -3.8690 1.1511 -5.6100 0.091
H -3.4598 0.8161 -8.0084 0.100
H -1.4683 -0.4435 -8.7724 0.098
H 0.1372 -1.3347 -7.1097 0.103
H -0.2602 -0.9875 -4.6969 0.101
```